Formula: C49H113BBeN7O23
Source: OMol25
Level of theory: ωB97M-V with the def2-TZVPD basis set

Last column: Mulliken charge in e.
Atoms and positions in Å:
1 Be 7.03844 20.40774 0.12130  0.977
2 O 2.74203 27.29228 4.17558  -0.540
3 C 3.03270 26.68664 3.13738  0.975
4 O 3.13652 25.33152 3.09219  -0.064
5 B 3.30079 24.91829 1.69278  0.524
6 O 3.23339 26.15304 0.89099  -0.602
7 C 3.00899 27.24054 1.69399  0.045
8 O 2.72507 28.38519 1.35681  -0.493
9 O 2.32241 23.87843 1.39662  -0.345
10 C 2.86845 22.69794 1.26159  0.614
11 O 2.29542 21.64812 1.15926  -0.398
12 C 4.42980 22.85729 1.37708  -0.025
13 O 4.60054 24.18277 1.53214  -0.557
14 O 5.29760 22.01176 1.10886  -0.229
15 C 0.14395 22.77731 5.88121  -1.073
16 C -0.20914 21.89410 4.69131  0.768
17 C -0.52860 22.63753 3.42458  -1.052
18 O 0.97208 21.27056 4.33099  -0.591
19 H -0.61808 23.53367 6.06916  0.376
20 H 1.07358 23.31414 5.69223  0.014
21 H 0.23858 22.15473 6.77089  0.352
22 H -0.94240 21.14565 4.99169  0.225
23 H -1.49411 23.11741 3.58463  0.508
24 H -0.47034 21.97810 2.55863  0.129
25 H 0.18279 23.45338 3.29642  0.062
26 H 1.15700 21.51649 3.42163  0.201
27 C 5.31631 32.83277 2.41433  -0.893
28 O 5.24047 32.11248 1.21726  -0.256
29 C 4.11296 32.63835 0.47001  -0.469
30 C 3.97845 31.93038 -0.90873  -0.737
31 N 2.94503 30.99736 -0.90811  0.124
32 C 2.57259 30.36759 -2.16494  -0.702
33 C 1.21928 29.64483 -1.97872  -0.560
34 O 0.14209 30.29525 -1.46374  -0.452
35 C 0.16946 30.45943 -0.01901  -0.500
36 H 4.67023 32.34461 3.14398  0.266
37 H 5.45756 33.91354 2.40491  0.371
38 H 6.31885 32.62093 2.78599  0.341
39 H 4.31099 33.64674 0.10666  0.339
40 H 3.18528 32.68210 1.04062  0.341
41 H 4.88803 31.42515 -1.23355  0.243
42 H 3.67274 32.75980 -1.54646  0.395
43 H 3.03665 30.22356 -0.26551  -0.063
44 H 3.38564 29.74373 -2.53622  0.345
45 H 2.42860 31.22320 -2.82472  0.493
46 H 1.35732 28.65917 -1.53427  0.216
47 H 1.12906 29.35197 -3.02476  0.424
48 H 0.33215 29.58776 0.61489  0.130
49 H -0.85433 30.79029 0.15555  0.344
50 H 0.84013 31.29735 0.17127  0.268
51 C 5.00650 21.72154 -6.19076  -0.804
52 O 5.68661 21.58534 -4.97943  -0.277
53 C 5.83842 20.30205 -4.46512  -0.949
54 C 6.47924 20.45933 -2.99372  -0.425
55 N 5.55787 20.85616 -1.86358  -0.190
56 C 4.44942 19.88997 -1.75135  0.030
57 C 4.87551 18.40636 -1.48539  -0.765
58 O 5.83572 18.29384 -0.44972  0.572
59 C 6.34476 16.96075 -0.21187  -1.057
60 H 4.02881 21.24150 -6.14847  0.328
61 H 5.63195 21.25063 -6.94914  0.315
62 H 4.73156 22.75707 -6.39121  0.257
63 H 6.44457 19.63156 -5.07431  0.533
64 H 4.89241 19.76345 -4.40954  0.373
65 H 7.45306 20.94543 -2.93476  0.612
66 H 6.74683 19.42723 -2.76730  -0.015
67 H 5.08125 21.59642 -2.35850  0.392
68 H 3.79154 19.84237 -2.61912  0.451
69 H 3.85621 20.20517 -0.89294  -0.287
70 H 5.26463 17.85387 -2.34063  0.478
71 H 4.04294 17.76725 -1.19133  -0.010
72 H 6.84220 16.91240 0.75679  0.081
73 H 6.98270 16.39391 -0.88997  0.382
74 H 5.51142 16.26712 -0.09996  0.313
75 C 5.42760 27.72892 8.40787  -0.733
76 O 5.69954 27.87940 6.99979  -0.532
77 C 4.96860 27.36638 6.01050  -0.039
78 C 5.14970 25.82082 6.05603  -0.600
79 N 6.57843 25.51662 6.07207  0.229
80 C 6.96233 24.42702 6.94667  -1.059
81 C 6.54958 22.99188 6.74372  -0.028
82 O 5.15518 22.83765 6.94388  -0.380
83 C 4.49683 22.17923 5.93198  -0.612
84 H 4.38744 28.02452 8.54492  0.293
85 H 6.09528 28.40239 8.94521  0.279
86 H 5.57139 26.74008 8.84333  0.301
87 H 5.24912 27.69712 5.01049  0.162
88 H 3.94031 27.68043 6.18961  0.333
89 H 4.61385 25.42828 5.19182  -0.225
90 H 4.71192 25.36621 6.94473  0.432
91 H 6.81840 26.37996 6.53807  0.327
92 H 6.85722 24.78081 7.97228  0.298
93 H 8.02903 24.37892 6.72771  0.364
94 H 7.08624 22.34775 7.44028  0.439
95 H 6.82092 22.77657 5.71022  -0.092
96 H 4.47792 22.61533 4.93320  0.099
97 H 3.45638 22.15414 6.25591  0.307
98 H 4.72075 21.12397 5.77586  0.428
99 C 4.52622 19.04279 2.03331  -0.795
100 O 5.86813 19.17781 1.99478  0.821
101 C 6.48537 18.52412 3.09899  -1.087
102 C 8.00449 18.53985 2.80777  -0.628
103 N 8.39803 19.85390 2.17250  0.245
104 C 9.76069 19.90509 1.71124  -0.557
105 C 10.09779 18.96258 0.62359  -0.818
106 O 9.19466 19.21848 -0.48242  -0.152
107 C 9.47031 18.52946 -1.71705  -0.796
108 H 4.39678 19.91714 2.67116  0.221
109 H 4.06564 18.29023 2.67333  0.420
110 H 3.98233 19.02166 1.08894  -0.168
111 H 6.12936 17.51727 3.31716  0.480
112 H 6.37072 19.16759 3.97128  0.280
113 H 8.11885 17.70166 2.12041  0.325
114 H 8.50662 18.23051 3.72444  0.406
115 H 8.29397 20.56508 2.88208  -0.045
116 H 10.51056 19.55441 2.42033  0.322
117 H 10.15650 20.81752 1.26525  0.279
118 H 10.06038 17.98382 1.10184  0.341
119 H 11.11964 19.10571 0.27224  0.550
120 H 9.14513 17.48974 -1.68034  0.263
121 H 10.54764 18.44452 -1.85937  0.434
122 H 9.06348 19.12594 -2.53363  0.197
123 C 8.49995 28.33964 -1.33546  -0.857
124 O 7.89617 27.32596 -0.60290  -0.241
125 C 7.36617 27.92786 0.61873  -0.698
126 C 6.42636 26.88489 1.30689  0.221
127 N 7.23244 25.70301 1.82103  -0.171
128 C 8.16253 26.08251 2.95163  -0.751
129 C 8.96265 24.96171 3.61097  0.105
130 O 9.97799 24.42066 2.66398  -0.483
131 C 10.46190 23.14359 3.09206  -0.019
132 H 7.86701 29.08434 -1.81808  0.268
133 H 9.11516 28.05257 -2.18822  0.275
134 H 9.24858 28.82758 -0.71131  0.343
135 H 6.76815 28.81403 0.40618  0.499
136 H 8.17707 28.13487 1.31708  0.361
137 H 5.66939 26.55067 0.59738  0.118
138 H 5.87368 27.35686 2.11922  -0.168
139 H 6.59309 25.00826 2.17973  0.179
140 H 7.61494 26.65757 3.69833  0.230
141 H 8.91209 26.76031 2.54314  0.454
142 H 8.28243 24.16879 3.92190  -0.221
143 H 9.50580 25.45203 4.41885  0.430
144 H 11.33577 22.88704 2.49319  0.330
145 H 9.62933 22.45693 2.93901  -0.425
146 H 10.81425 23.13162 4.12347  0.338
147 C -1.27377 23.82594 -0.46484  -0.694
148 O -1.66807 22.49739 -0.37948  -0.396
149 C -0.66531 21.59924 -0.69678  0.403
150 C -1.24862 20.22398 -0.50005  -0.612
151 N -0.25664 19.20105 -0.67874  -0.229
152 C -0.28171 18.04797 0.20905  -0.482
153 C 0.67841 16.93045 -0.28225  0.153
154 O 0.53255 15.72993 0.43918  -0.354
155 C 1.29879 14.67090 -0.03452  -0.745
156 H -1.73470 24.33927 0.37904  0.249
157 H -1.72361 24.27095 -1.35238  0.349
158 H -0.20362 23.96019 -0.30722  0.205
159 H 0.24970 21.70398 -0.11377  -0.536
160 H -0.46280 21.82658 -1.74339  0.535
161 H -2.10003 19.94840 -1.12235  0.329
162 H -1.49983 20.24285 0.56044  0.271
163 H 0.65245 19.62990 -0.77745  0.089
164 H -1.30719 17.67890 0.19216  0.359
165 H -0.10309 18.38211 1.23108  0.345
166 H 1.73586 17.17989 -0.36992  -0.363
167 H 0.27893 16.89926 -1.29592  0.386
168 H 2.38703 14.61459 -0.00858  0.205
169 H 0.98043 14.41145 -1.04418  0.340
170 H 0.98977 13.82374 0.57779  0.305
171 C 5.73452 33.00473 6.49110  -0.878
172 O 4.63506 32.26442 6.12495  -0.287
173 C 4.15721 31.17158 7.01541  -0.835
174 C 3.14593 30.29260 6.25362  0.120
175 N 2.17709 31.13906 5.70199  -0.077
176 C 1.34213 30.35644 4.76535  -0.288
177 C 0.12500 31.23635 4.27759  -0.748
178 O -0.97303 31.38954 5.30753  -0.450
179 C -0.69007 32.21622 6.48503  -0.540
180 H 6.70121 32.50114 6.48848  0.314
181 H 5.62381 33.36188 7.51497  0.368
182 H 5.82336 33.83311 5.78825  0.223
183 H 3.92924 31.39767 8.05705  0.462
184 H 5.05380 30.58332 7.21076  0.328
185 H 2.76070 29.61362 7.01434  0.329
186 H 3.65948 29.67259 5.51881  -0.244
187 H 2.65433 31.82522 5.13495  0.282
188 H 1.03089 29.49611 5.35786  0.392
189 H 2.04318 30.07102 3.98103  0.269
190 H -0.25160 31.04897 3.27203  0.335
191 H 0.53436 32.22022 4.04842  0.336
192 H 0.15366 31.80405 7.03852  0.154
193 H -1.66221 32.47069 6.90727  0.269
194 H -0.42779 33.17565 6.03916  0.258

net charge	+1
E_LUMO	-5.860	eV
E_HOMO	-8.980	eV

Formula: C4H6O2
Source: OMol25
Level of theory: ωB97M-V with the def2-TZVPD basis set

Last column: natural (NBO) charge in e.
Atoms and positions in Å:
1 C 1.72426 0.40723 -0.24206  -0.739
2 C 0.24406 0.74323 0.05621  0.582
3 O -0.08466 1.71874 0.69269  -0.548
4 C -0.61422 -0.45251 -0.18273  -0.618
5 C -2.09809 -0.45003 0.18268  0.434
6 O -2.87953 -1.26659 -0.24939  -0.499
7 H 1.97258 -0.60756 -0.60795  0.221
8 H 2.30862 0.57630 0.66885  0.244
9 H 2.01307 1.11069 -1.01182  0.244
10 H -0.42976 -1.03195 -1.08747  0.256
11 H 0.19669 -0.85165 0.48300  0.285
12 H -2.45843 0.36951 0.83258  0.138

relative energy (zero: lowest compared OMol25 entry of this formula, charge and spin)	40.7	kcal per mole
E_LUMO	0.612	eV
E_HOMO	-9.841	eV
SMILES string	CC(=O)CC=O

Formula: C25H45O14V
Source: OMol25
Level of theory: ωB97M-V with the def2-TZVPD basis set

Last column: Löwdin spin population.
Atoms and positions in Å:
1 O 4.64176 0.45117 -0.51693  -0.083
2 V 3.90804 1.49432 -1.41961  0.978
3 C 1.27803 0.80981 -0.71431  0.028
4 O 2.67094 0.76939 -1.03475  0.040
5 H 0.72885 -0.11487 -0.89170  0.000
6 H 1.12486 1.11237 0.32158  0.000
7 H 0.73006 1.55204 -1.29477  0.001
8 O 0.48577 -2.84631 -3.01221  0.000
9 C 1.06289 -3.53672 -2.22392  0.000
10 O 1.48858 -3.14537 -1.00348  0.000
11 C 1.43672 -1.72607 -0.67061  -0.001
12 C 1.50034 -1.71176 0.83936  0.000
13 C 1.38049 -4.96286 -2.55722  0.000
14 H 0.51022 -1.21650 -0.93528  0.000
15 H 2.23855 -1.16774 -1.15376  0.002
16 H 0.56605 -2.05332 1.28494  0.000
17 H 1.65209 -0.67932 1.15420  0.000
18 H 2.25491 -2.43672 1.14455  0.000
19 H 1.78235 -4.99661 -3.56988  0.000
20 H 0.49006 -5.56112 -2.36406  0.000
21 H 2.14710 -5.37890 -1.90352  0.000
22 O -1.65766 -0.51053 3.10542  0.000
23 C -1.38000 -0.55505 1.93433  0.000
24 O -1.99141 -1.30372 0.97922  0.000
25 C -3.00255 -2.26091 1.26741  0.000
26 C -3.90044 -2.54361 0.07640  0.000
27 C -0.20026 0.24444 1.37649  0.002
28 H -3.53951 -1.78854 2.08999  0.000
29 H -2.58364 -3.19621 1.63867  0.000
30 H -4.51423 -1.65802 -0.08814  0.000
31 H -4.61631 -3.32832 0.32106  0.000
32 H -3.42608 -2.81241 -0.86744  0.000
33 H -0.24501 1.25753 1.77619  0.000
34 H -0.19245 0.28428 0.28725  0.000
35 H 0.76107 -0.17751 1.66959  0.000
36 O -1.27258 -1.64282 -1.14784  0.000
37 C -1.17622 -1.00985 -2.21961  0.000
38 O -1.34091 -1.52576 -3.45230  0.000
39 C -1.74007 -2.87204 -3.59446  0.000
40 C -3.23035 -3.03699 -3.39674  0.000
41 C -0.73562 0.43620 -2.37956  0.000
42 H -1.03946 -3.50857 -3.05400  0.000
43 H -1.54237 -3.08009 -4.64599  0.000
44 H -3.41440 -4.07210 -3.68445  0.000
45 H -3.83075 -2.41897 -4.06433  0.000
46 H -3.51844 -2.95446 -2.34875  0.000
47 H -0.73788 0.89296 -1.38987  0.000
48 H -1.38280 1.01162 -3.04147  0.000
49 H 0.29520 0.30629 -2.70915  0.000
50 O -0.48721 2.24120 1.87064  0.001
51 C 0.56382 2.84843 1.57409  -0.001
52 O 1.25014 3.43169 2.55126  0.000
53 C 2.30420 4.24059 2.01000  0.000
54 C 1.83438 4.48768 0.61605  0.001
55 C 1.14999 3.26729 0.22639  0.008
56 H 3.28930 3.80675 2.18161  0.000
57 H 2.45405 5.16305 2.57097  0.000
58 H 2.70641 4.60988 -0.02639  0.001
59 H 1.20502 5.36840 0.48816  0.000
60 H 1.78064 2.48018 -0.18695  0.009
61 H 0.30203 3.45243 -0.43299  0.000
62 O 4.16973 -1.16101 1.68736  -0.001
63 C 3.33858 -0.52077 2.28219  0.000
64 O 2.82723 -0.93207 3.45074  0.000
65 C 1.85533 -0.03874 3.98382  0.000
66 C 1.99148 1.22806 3.10046  0.001
67 C 2.75655 0.85028 1.81979  0.006
68 H 2.14859 0.24979 4.99320  0.000
69 H 0.84566 -0.44700 4.02853  0.000
70 H 2.35071 2.07761 3.68125  0.000
71 H 0.98118 1.51460 2.80843  0.000
72 H 3.52214 1.57485 1.54233  0.004
73 H 2.12862 0.67505 0.94624  0.001
74 O -3.86425 0.41421 0.67719  0.000
75 C -3.17981 1.23598 0.19393  0.000
76 O -3.19924 1.57166 -1.08606  0.000
77 C -2.18477 2.54291 -1.41303  0.000
78 C -1.33418 2.78154 -0.17192  0.000
79 C -2.21882 2.09038 0.92761  0.000
80 H -2.61398 3.50057 -1.70758  0.000
81 H -1.49135 2.10464 -2.13079  0.000
82 H -1.21905 3.82949 0.10493  0.000
83 H -0.44122 2.16714 -0.28684  0.000
84 H -2.69104 2.91634 1.45949  0.000
85 H -1.75437 1.54520 1.74930  0.000

2S+1	2
net charge	+1
E_LUMO (spin up / spin down)	-6.291 / -6.576	eV
E_HOMO (spin up / spin down)	-11.348 / -11.343	eV

Formula: C3H38NO15S
Source: OMol25
Level of theory: ωB97M-V with the def2-TZVPD basis set

Last column: natural (NBO) charge in e.
Atoms and positions in Å:
1 C -3.78900 0.57648 1.43211  -0.410
2 N -2.58273 0.09737 0.76807  -0.674
3 C -1.42617 0.89291 1.23272  -0.243
4 C -0.13508 0.29815 0.68077  -0.510
5 S 1.43468 1.19168 1.02069  -0.720
6 H -4.64125 -0.15537 1.26501  0.192
7 H -4.00498 1.57353 0.78281  0.170
8 H -3.82612 0.84948 2.50445  0.177
9 H -2.52988 -0.94379 0.90443  0.390
10 H -1.68362 1.95420 0.90745  0.165
11 H -1.29266 1.00995 2.33113  0.186
12 H -0.19214 0.40503 -0.43279  0.161
13 H 0.03129 -0.77247 0.91259  0.198
14 H -0.01380 -0.89796 -1.89034  0.520
15 H 1.19962 -1.07450 -2.86820  0.527
16 O 0.48035 -1.56722 -2.41112  -0.981
17 H 0.51840 0.46725 4.47221  0.473
18 H 1.26738 1.29750 3.60342  0.467
19 O 0.93725 1.28372 4.39083  -0.948
20 H 0.23997 1.22291 -3.66321  0.484
21 H 1.39028 2.12163 -3.28090  0.512
22 O 1.11092 1.50894 -4.01071  -0.973
23 H 4.43241 0.35938 1.03106  0.471
24 H 3.28690 0.27977 1.96530  0.504
25 O 4.09455 -0.20728 1.69199  -0.962
26 H -0.00113 -3.91982 -1.26711  0.478
27 H 0.44122 -2.43355 -1.18320  0.505
28 O 0.09601 -3.23718 -0.63103  -1.009
29 H 0.73097 -3.07771 1.07117  0.496
30 H 2.11517 -3.44055 1.75611  0.503
31 O 1.16807 -3.56213 1.84077  -1.005
32 H -1.72045 -3.02763 -0.70079  0.504
33 H -3.30683 -3.39538 -0.58938  0.472
34 O -2.60667 -2.74876 -0.63729  -0.998
35 H 0.12471 4.16484 2.70998  0.477
36 H 0.97192 3.34492 1.71192  0.502
37 O 0.62444 4.19354 1.92532  -0.979
38 H 2.35348 0.30961 -4.10295  0.505
39 H 3.78549 0.41459 -3.37842  0.472
40 O 3.09317 -0.17650 -3.63211  -1.005
41 H 3.42014 -1.53465 0.98527  0.497
42 H 2.29578 -2.01326 0.12368  0.453
43 O 3.16018 -2.29715 0.42770  -0.985
44 H -1.70287 3.54038 -0.30949  0.450
45 H -0.51501 4.09017 0.57350  0.506
46 O -1.22977 4.39172 -0.06942  -0.973
47 H -0.00802 3.56886 -1.47138  0.506
48 H 1.65277 3.50893 -1.23627  0.487
49 O 0.98516 3.66736 -1.86699  -1.006
50 H 0.45871 -2.44589 3.25972  0.507
51 H -0.52399 -2.26817 4.42352  0.453
52 O 0.32035 -1.98486 4.12979  -0.981
53 H -0.63831 -1.69343 -3.78570  0.478
54 H -2.00173 -1.21414 -4.08204  0.460
55 O -1.16149 -1.35422 -4.43671  -0.955
56 H -2.78229 -0.84224 -1.87429  0.487
57 H -2.00732 0.22289 -1.26301  0.482
58 O -1.89848 -0.52188 -1.76064  -0.964

relative energy (zero: lowest compared OMol25 entry of this formula, charge and spin)	35.5	kcal per mole
net charge	-1
E_LUMO	2.184	eV
E_HOMO	-4.825	eV

Number 1: molecular weight 1188.293 g/mol. Number 2: molecular weight 86.090 g/mol. Number 3: molecular weight 620.565 g/mol. Number 4: molecular weight 360.396 g/mol.